[1]
Here is a cluster of 2 separate species, C4H8O3 in total from the Open Molecules 2025 dataset. Energies are from ωB97M-V/def2-TZVPD.

The SMILES is O=C(O)CO.C=C. The calculation puts the orbital gap at 11.06 eV. Its net charge is 0. The calculation puts the HOMO energy at -10.26 eV. The molecular weight comes out at 104.10 Da. The largest force on an atom comes out at 0.0111 Eh/bohr. The energy above the lowest of the compared OMol25 structures with the same formula, charge and spin is 35.2 kcal/mol.

Each line ends with the Löwdin charge.
Atoms and positions in Å:
O: -0.12 -0.58 -3.21  -0.04
O: -0.20 0.50 -0.82  0.10
O: 0.07 -1.47 0.25  0.09
C: -0.26 -1.47 -2.13  -0.17
C: -0.33 0.84 2.43  -0.07
C: 0.81 1.44 2.08  -0.08
C: -0.09 -0.84 -0.77  -0.50
H: 1.67 0.86 1.76  0.06
H: -0.43 -0.24 2.37  0.05
H: -1.25 -1.96 -2.12  0.14
H: -0.12 0.84 0.10  0.08
H: 0.93 2.52 2.13  0.06
H: -1.19 1.40 2.77  0.06
H: 0.49 -2.26 -2.23  0.14
H: -0.44 0.28 -2.91  0.08

---

[2]
Here is an isolated molecule of C4H8O3 from the Open Molecules 2025 dataset. Energies are from ωB97M-V/def2-TZVPD.

The SMILES is CO/C=C(\O)OC. The calculation puts the orbital gap at 8.78 eV. Its net charge is 0. The calculation puts the HOMO energy at -7.95 eV. The molecular weight comes out at 104.10 Da. The largest force on an atom comes out at 0.0119 Eh/bohr. The energy above the lowest of the compared OMol25 structures with the same formula, charge and spin is 69.8 kcal/mol.

Each line ends with the Löwdin charge.
Atoms and positions in Å:
O: -1.88 -0.79 0.16  -0.17
O: 0.66 -1.19 -0.86  0.09
O: 1.45 0.36 0.62  -0.04
C: 2.64 0.39 -0.15  -0.06
C: -0.74 -0.46 0.88  -0.13
C: -2.50 0.44 -0.18  -0.10
C: 0.44 -0.42 0.23  -0.41
H: -1.82 1.07 -0.77  0.10
H: 2.46 0.82 -1.15  0.10
H: -0.04 -1.86 -0.76  0.13
H: -0.88 -0.02 1.86  0.12
H: 3.05 -0.62 -0.27  0.09
H: 3.32 1.03 0.40  0.09
H: -2.75 0.99 0.74  0.09
H: -3.41 0.25 -0.75  0.09

---

[3]
Here is a cluster of 2 separate species, C4H8O3 in total in a non-equilibrium geometry from the Open Molecules 2025 dataset. Energies are from ωB97M-V/def2-TZVPD.

The SMILES is O=CCCC=O.O. The calculation puts the orbital gap at 10.42 eV. Its net charge is 0. The calculation puts the HOMO energy at -9.94 eV. The molecular weight comes out at 104.10 Da. The largest force on an atom comes out at 0.0334 Eh/bohr. The energy above the lowest of the compared OMol25 structures with the same formula, charge and spin is 47.4 kcal/mol.

Each line ends with the Löwdin charge.
Atoms and positions in Å:
O: -2.17 0.72 0.79  0.08
O: 1.34 -3.24 -0.11  -0.05
O: -1.15 -0.78 -1.91  0.06
C: -0.77 0.29 -1.52  -0.28
C: 0.41 0.47 -0.59  -0.15
C: -1.15 0.97 1.36  -0.25
C: 0.15 1.31 0.67  -0.15
H: 0.26 2.38 0.48  0.13
H: 0.76 -0.51 -0.29  0.09
H: 1.27 0.82 -1.18  0.13
H: 1.02 -2.47 -0.58  0.00
H: -1.30 1.22 -1.79  0.13
H: 0.93 1.08 1.38  0.10
H: 1.48 -3.21 0.84  0.03
H: -1.08 0.94 2.47  0.12

---

[4]
Here is a structure of composition C4H8O3 from the Open Molecules 2025 dataset. Energies are from ωB97M-V/def2-TZVPD.

The calculation puts the orbital gap at 9.18 eV. Its net charge is 0. The calculation puts the HOMO energy at -8.36 eV. The molecular weight comes out at 104.10 Da. The largest force on an atom comes out at 0.0105 Eh/bohr. The energy above the lowest of the compared OMol25 structures with the same formula, charge and spin is 89.5 kcal/mol.

Each line ends with the Löwdin charge.
Atoms and positions in Å:
O: 1.43 -1.10 -0.35  -0.01
O: 1.38 -0.73 1.88  0.05
O: 0.22 1.49 0.55  -0.09
C: -0.43 0.47 -0.76  -0.24
C: 0.00 -0.93 -0.45  -0.14
C: 1.97 -1.00 0.86  -0.33
C: -1.79 0.84 -0.55  -0.10
H: -0.29 -1.57 -1.29  0.14
H: -0.47 -1.29 0.47  0.14
H: 3.05 -1.22 0.80  0.15
H: 0.45 0.93 1.32  0.05
H: -0.95 1.57 0.47  0.12
H: -2.44 0.09 -0.10  0.06
H: 0.13 0.94 -1.57  0.14
H: -2.26 1.50 -1.27  0.05

---

[5]
Here is an isolated molecule of C4H8O3 from the Open Molecules 2025 dataset. Energies are from ωB97M-V/def2-TZVPD.

The SMILES is COC(=O)CCO. The calculation puts the orbital gap at 11.21 eV. Its net charge is 0. The calculation puts the HOMO energy at -10.37 eV. The molecular weight comes out at 104.10 Da. The largest force on an atom comes out at 0.0079 Eh/bohr. The energy above the lowest of the compared OMol25 structures with the same formula, charge and spin is 27.2 kcal/mol.

Each line ends with the Löwdin charge.
Atoms and positions in Å:
O: 2.84 0.69 0.78  -0.06
O: -0.59 0.04 -1.45  0.09
O: -1.53 0.12 0.60  -0.03
C: 0.76 -0.54 0.40  -0.06
C: -0.51 -0.07 -0.25  -0.52
C: 1.97 0.19 -0.22  -0.24
C: -2.82 0.19 -0.03  -0.04
H: 0.73 -1.62 0.18  0.13
H: -3.44 0.85 0.58  0.09
H: 3.68 0.23 0.72  0.08
H: -3.23 -0.82 -0.04  0.10
H: 2.50 -0.44 -0.93  0.12
H: 1.59 1.05 -0.79  0.12
H: -2.72 0.56 -1.05  0.09
H: 0.78 -0.45 1.49  0.12

---

[6]
Here is a cluster of 2 separate species, C4H8O3 in total from the Open Molecules 2025 dataset. Energies are from ωB97M-V/def2-TZVPD.

The SMILES is C/C=C/O.O=CO. The calculation puts the orbital gap at 9.15 eV. Its net charge is 0. The calculation puts the HOMO energy at -8.53 eV. The molecular weight comes out at 104.10 Da. The largest force on an atom comes out at 0.0108 Eh/bohr. The energy above the lowest of the compared OMol25 structures with the same formula, charge and spin is 31.5 kcal/mol.

Each line ends with the Löwdin charge.
Atoms and positions in Å:
O: -0.51 -0.93 1.57  -0.02
O: 2.26 -0.80 1.26  0.05
O: 3.29 -1.28 -0.67  0.10
C: 2.27 -0.84 0.05  -0.36
C: -1.99 1.35 -1.03  -0.12
C: -1.67 0.15 -0.19  -0.16
C: -0.74 0.15 0.76  -0.26
H: -1.32 2.19 -0.80  0.07
H: 0.41 -0.88 1.86  0.06
H: -1.89 1.12 -2.10  0.07
H: -0.13 1.03 0.96  0.13
H: -3.02 1.70 -0.88  0.07
H: 3.98 -1.56 -0.05  0.13
H: 1.44 -0.52 -0.58  0.14
H: -2.25 -0.76 -0.34  0.11

---

[7]
Here is an isolated molecule of C4H8O3 in a non-equilibrium geometry from the Open Molecules 2025 dataset. Energies are from ωB97M-V/def2-TZVPD.

The SMILES is C[C@H](O)CC(=O)O. The calculation puts the orbital gap at 11.28 eV. Its net charge is 0. The calculation puts the HOMO energy at -10.58 eV. The molecular weight comes out at 104.10 Da. The largest force on an atom comes out at 0.0297 Eh/bohr. The energy above the lowest of the compared OMol25 structures with the same formula, charge and spin is 17.4 kcal/mol.

Each line ends with the Löwdin charge.
Atoms and positions in Å:
O: -1.29 0.24 -1.94  0.09
O: -0.05 1.08 1.75  -0.03
O: -1.93 -1.84 -1.36  0.11
C: -0.66 -0.64 0.25  -0.05
C: 0.25 0.57 0.46  -0.43
C: 1.71 0.16 0.29  -0.04
C: -1.36 -0.82 -1.08  -0.50
H: 2.32 0.94 0.78  0.08
H: 0.04 1.32 -0.31  0.13
H: -2.13 0.15 -2.42  0.13
H: 2.00 0.13 -0.75  0.09
H: -0.14 -1.58 0.40  0.13
H: 0.71 1.59 2.04  0.08
H: 1.96 -0.71 0.89  0.09
H: -1.44 -0.60 1.02  0.14

---

[8]
Here is a cluster of 2 separate species, C4H8O3 in total in a non-equilibrium geometry from the Open Molecules 2025 dataset. Energies are from ωB97M-V/def2-TZVPD.

The SMILES is C=CC(=O)OC.O. The calculation puts the orbital gap at 9.71 eV. Its net charge is 0. The calculation puts the HOMO energy at -8.88 eV. The molecular weight comes out at 104.10 Da. The largest force on an atom comes out at 0.0259 Eh/bohr. The energy above the lowest of the compared OMol25 structures with the same formula, charge and spin is 59.8 kcal/mol.

Each line ends with the Löwdin charge.
Atoms and positions in Å:
O: -0.25 -0.96 -0.63  0.04
O: 2.25 -1.08 0.43  -0.05
O: -1.55 0.62 0.30  -0.03
C: 0.77 0.99 0.24  -0.10
C: -0.36 0.14 -0.09  -0.53
C: 1.93 0.71 -0.43  0.01
C: -2.66 -0.23 0.00  -0.05
H: -2.55 -1.21 0.47  0.10
H: 0.67 1.85 0.88  0.11
H: 1.71 -0.58 1.08  0.07
H: 1.52 -1.43 -0.13  0.06
H: 2.88 1.15 -0.14  0.10
H: -2.76 -0.37 -1.08  0.10
H: -3.54 0.28 0.39  0.09
H: 1.93 0.23 -1.40  0.10

---

> Number 4 is which compound?

C4H8O3

---

> Among the records above, which one has the highest HOMO energy?

number 2

---

> The lowest orbital gap belongs to which entry?

number 2

---

> Among the records above, which one has the highest orbital gap?

number 7